Formula: BrH10LiO5
Source: the Open Molecules 2025 dataset
Level of theory: ωB97M-V/def2-TZVPD

Structure (XYZ):
```
17
Properties=species:S:1:pos:R:3:lowdin_charge:R:1
Li -0.29029 -1.95788 -3.14659 0.740
Br -0.42529 -0.77288 -0.78659 0.040
O -3.29529 0.69212 -0.90959 -0.187
H -2.55329 0.02612 -0.70559 -0.138
H -3.94229 -0.10288 -0.99759 0.075
O 2.45871 1.17912 -1.52759 -0.144
H 2.32771 2.12212 -1.45359 0.007
H 1.52171 0.98212 -1.04559 0.013
O 1.13771 0.49312 1.93641 0.061
H 0.80771 0.04712 1.27541 -0.171
H 0.70171 0.15212 2.58441 -0.059
O -1.41629 1.97512 1.34741 -0.104
H -1.71729 1.50812 0.57341 -0.054
H -1.33129 1.35012 2.15841 0.082
O 2.34371 -2.67488 -0.01759 -0.070
H 1.55171 -2.38688 -0.26959 -0.189
H 2.12071 -2.63188 0.98441 0.098
```

Results
- LUMO level (eV) = -1.81
- Kohn-Sham gap (eV) = 8.32
- net charge = 0
- calculated total energy (hartree) = -2963.70927
- maximum force (eV/A) = 8.987

Formula: C2H4N4O
Source: the Open Molecules 2025 dataset
Level of theory: ωB97M-V/def2-TZVPD

Structure (XYZ):
```
11
Properties=species:S:1:pos:R:3:lowdin_charge:R:1
N -1.79665 0.23999 0.47599 -0.049
C 0.23048 0.79967 -0.03539 -0.337
C 0.20336 -0.57072 -0.03754 -0.370
N 1.16946 -1.49983 -0.00335 0.152
O 1.20846 1.72320 -0.14496 0.076
N -1.10171 1.13209 -0.26535 0.042
N -1.14340 -0.90026 -0.25327 0.049
H 0.94384 2.49678 0.37422 0.117
H -2.78609 0.25936 0.21904 0.107
H 2.13627 -1.22686 -0.09723 0.107
H 0.93599 -2.45344 -0.23215 0.106
```

Results
- LUMO level (alpha / beta) (eV) = 0.07 / -0.13
- Kohn-Sham gap (alpha / beta) (eV) = 7.97 / 7.58
- net charge = 0
- calculated total energy (hartree) = -372.71160
- maximum force (eV/A) = 8.075
- SMILES string = Nc1n[nH]nc1O

Formula: C30H26CrNO6P
Source: the Open Molecules 2025 dataset
Level of theory: ωB97M-V/def2-TZVPD

Structure (XYZ):
```
65
Properties=species:S:1:pos:R:3:lowdin_charge:R:1
C 3.16237 2.08661 -6.90782 -0.072
C 1.97705 2.59679 -6.11894 -0.264
O 1.46901 1.53682 -5.27998 -0.230
P 0.09042 1.71734 -4.45420 0.478
C 0.50669 2.63308 -2.98483 -0.072
C 0.06771 3.90110 -2.68767 -0.264
N -0.25121 4.99077 -2.35612 0.179
O -1.04424 2.24027 -5.24815 -0.249
O -0.10658 0.23037 -3.86538 -0.225
C 0.49237 -0.98792 -4.38166 -0.254
C -0.09634 -2.15411 -3.61682 -0.075
H 3.64005 2.91159 -7.43712 0.082
H 3.90012 1.62589 -6.24660 0.080
H 2.84304 1.35484 -7.65461 0.082
H 2.27367 3.43532 -5.47642 0.119
H 1.17467 2.92618 -6.79126 0.122
H 1.20007 2.17526 -2.28066 0.095
H 0.26290 -1.07924 -5.45479 0.128
H 1.58143 -0.94162 -4.23864 0.119
H 0.38976 -3.08947 -3.90701 0.082
H 0.03954 -2.01408 -2.53922 0.059
H -1.16569 -2.24250 -3.83992 0.083
O -3.66456 -3.32368 5.87400 0.185
C -3.72563 -2.58703 4.97393 -0.063
Cr -3.74330 -1.26730 3.61509 0.247
C -2.07954 -0.72642 4.32064 -0.078
O -1.06256 -0.38775 4.78271 0.185
C -4.50111 -0.07627 4.88515 -0.048
O -4.88237 0.62721 5.73233 0.194
C -5.48224 -1.84527 2.45736 -0.083
C -4.48182 -2.81060 2.29351 -0.092
C -3.19342 -2.42819 1.90799 -0.063
C -2.87794 -1.07803 1.63742 -0.253
C -1.48665 -0.66145 1.46320 0.074
C -0.28371 -0.42783 1.50126 0.017
C 1.07906 -0.12245 1.63167 -0.090
C 1.38915 1.12089 2.32496 -0.147
C 0.33078 2.05745 2.49995 -0.031
C 0.48760 3.23389 3.22519 -0.066
C 1.72820 3.55141 3.79060 -0.063
C 2.79362 2.66193 3.61738 -0.060
C 2.63078 1.47511 2.90408 -0.011
C 2.01508 -1.12889 1.15864 -0.147
C 1.50178 -2.15640 0.31548 -0.031
C 2.29676 -3.19376 -0.16549 -0.070
C 3.65113 -3.26229 0.18381 -0.066
C 4.18349 -2.26955 1.01286 -0.062
C 3.38862 -1.22763 1.48877 -0.012
C -3.89992 -0.12159 1.81665 -0.058
C -5.18716 -0.49853 2.21139 -0.093
H -6.47769 -2.13566 2.80079 0.153
H -4.68781 -3.86009 2.50724 0.152
H -2.38771 -3.16242 1.85119 0.157
H -0.64118 1.82521 2.06817 0.100
H -0.36016 3.90762 3.34129 0.109
H 1.86778 4.47951 4.34424 0.111
H 3.77296 2.88954 4.03694 0.113
H 3.48988 0.82748 2.82991 0.076
H 0.44432 -2.12911 0.05143 0.095
H 1.85667 -3.94914 -0.81634 0.107
H 4.28457 -4.06632 -0.19019 0.111
H 5.23606 -2.29504 1.29406 0.113
H 3.86316 -0.51004 2.13953 0.077
H -3.64273 0.93106 1.68767 0.157
H -5.94906 0.26709 2.36136 0.152
```

Results
- LUMO level (alpha / beta) (eV) = -3.42 / -6.03
- Kohn-Sham gap (alpha / beta) (eV) = 6.41 / 5.56
- ⟨S²⟩ = 3.83
- net charge = +1
- 2S+1 = 4
- calculated total energy (hartree) = -3050.49601
- maximum force (eV/A) = 4.861